No. 1
Formula: C35H37N13O4ReSe
Source: OMol25
Level of theory: ωB97M-V/def2-TZVPD

- Frontier orbital gap (spin up / spin down): 5.55 / 5.51 eV
- E_HOMO (spin up / spin down): -12.75 / -12.75 eV
- ΔE to the lowest compared entry with this formula, charge and spin: 23.4 kcal per mole
- Spin multiplicity: 2
- E: -4847.9956 hartree
- Net charge: +2

Last column: Löwdin spin population.
Cartesian coordinates (Å):
Re -1.430 0.163 -0.078  -0.002
C -3.601 -3.844 -3.395  0.000
N -3.307 -2.563 -2.733  0.000
C -2.242 -2.201 -2.039  0.000
N -2.342 -0.903 -1.724  0.000
C -3.539 -0.534 -2.286  0.000
N -4.142 -1.513 -2.893  0.000
C -3.693 -3.655 -4.887  0.000
C -4.762 -4.158 -5.613  0.000
C -4.830 -3.944 -6.986  0.000
C -3.858 -3.199 -7.631  0.000
C -2.793 -2.683 -6.896  0.000
C -2.707 -2.931 -5.534  0.000
C -1.789 -1.821 -7.512  0.000
N -1.713 -1.340 -8.700  0.000
N -0.601 -0.504 -8.715  0.000
C -0.099 -0.548 -7.534  0.000
O -0.793 -1.371 -6.705  0.000
C 1.038 0.158 -6.953  0.000
C 1.648 1.218 -7.618  0.000
C 2.691 1.895 -7.010  0.000
C 3.127 1.527 -5.742  0.000
C 2.529 0.459 -5.084  0.000
C 3.003 0.018 -3.726  0.000
N 2.050 0.352 -2.653  -0.001
C 0.965 -0.294 -2.253  -0.001
N 0.398 0.374 -1.247  0.000
C 1.203 1.481 -1.113  -0.001
N 2.210 1.478 -1.937  0.000
C 1.493 -0.226 -5.697  0.000
H -4.534 -4.223 -2.982  0.000
H -2.794 -4.521 -3.108  0.000
H -1.446 -2.871 -1.755  0.000
H -3.945 0.462 -2.216  0.000
H -5.547 -4.715 -5.116  0.000
H -5.661 -4.344 -7.549  0.000
H -3.920 -3.001 -8.692  0.000
H -1.872 -2.523 -4.976  0.000
H 1.295 1.503 -8.600  0.000
H 3.167 2.719 -7.522  0.000
H 3.939 2.067 -5.273  0.000
H 3.929 0.514 -3.446  0.000
H 3.162 -1.060 -3.681  0.000
H 0.634 -1.231 -2.667  0.000
H 1.034 2.263 -0.389  0.000
H 1.037 -1.080 -5.211  0.000
O -2.246 2.946 -0.935  0.004
C -1.942 1.883 -0.647  0.002
C 0.392 -1.751 3.705  0.000
N 0.525 -0.687 2.710  0.002
C 1.430 -0.993 1.609  0.000
C -0.264 0.381 2.704  0.002
N -0.622 0.987 1.518  0.021
N -0.720 0.907 3.842  0.000
C -1.905 1.765 3.890  0.003
C -0.004 0.778 5.113  0.000
H 0.291 -2.693 3.166  0.000
H -0.503 -1.599 4.301  0.000
H 1.263 -1.801 4.357  0.000
H 2.332 -1.435 2.030  0.000
H 1.704 -0.084 1.082  0.000
H 0.977 -1.711 0.922  0.000
H -0.781 1.977 1.685  0.030
H -1.620 2.804 4.067  0.002
H -2.539 1.433 4.712  0.000
H -2.473 1.695 2.966  0.000
H 1.017 0.453 4.934  0.000
H -0.499 0.083 5.791  0.000
H 0.018 1.762 5.581  0.000
Se -0.090 4.560 1.168  0.802
C 1.220 4.942 2.485  0.082
C 1.528 4.000 3.459  0.022
C 2.495 4.317 4.400  0.002
N 3.147 5.471 4.426  0.000
C 2.840 6.362 3.491  0.001
C 1.890 6.155 2.499  0.020
H 1.029 3.037 3.491  0.005
H 2.757 3.604 5.174  0.000
H 3.381 7.300 3.529  0.000
H 1.687 6.927 1.770  0.005
O -1.582 -1.985 0.996  0.000
C -2.770 -1.668 1.220  -0.001
C -3.928 -2.472 1.722  0.000
C -5.100 -1.482 1.606  0.000
C -4.503 -0.199 1.036  0.000
O -5.052 0.814 0.727  0.000
N -3.111 -0.410 0.889  0.000
H -3.736 -2.810 2.741  0.000
H -4.044 -3.369 1.111  0.000
H -5.584 -1.263 2.556  0.000
H -5.879 -1.823 0.925  0.000



No. 2
Formula: C35H37N3O6
Source: OMol25
Level of theory: ωB97M-V/def2-TZVPD

- Frontier orbital gap: 4.47 eV
- E_HOMO: -6.88 eV
- ΔE to the lowest compared entry with this formula, charge and spin: 83.4 kcal per mole
- E: -1971.4784 hartree
- Net charge: 0

Last column: Mulliken charge in e.
Cartesian coordinates (Å):
C 4.364 2.948 2.600  -1.003
N 3.667 2.022 1.740  0.342
C 4.365 1.296 0.816  0.037
O 5.575 1.362 0.596  -0.696
C 3.384 0.362 0.135  0.148
C 3.808 -1.093 0.302  -1.548
C 3.930 -1.435 1.764  0.459
C 5.100 -1.128 2.469  -0.159
C 5.205 -1.415 3.830  -0.727
C 4.145 -2.033 4.499  -0.453
C 2.994 -2.383 3.789  -0.751
C 2.888 -2.089 2.427  -0.101
N 2.116 0.672 0.786  0.500
C 0.981 0.055 0.413  -0.367
C -0.253 0.243 1.040  0.583
C -1.439 -0.384 0.659  -0.324
C -2.664 -0.242 1.417  0.469
C -3.778 -1.102 1.213  -0.324
C -4.953 -0.974 1.937  -0.775
C -5.070 0.013 2.927  -0.304
C -3.990 0.870 3.166  -0.717
C -2.818 0.766 2.419  -0.318
C 2.258 1.682 1.872  0.368
C 1.950 1.132 3.294  -0.871
C 1.511 2.347 4.107  -0.916
C 1.169 3.486 3.119  -0.694
C 1.390 2.962 1.702  -1.260
H 5.389 3.033 2.230  0.432
H 3.880 3.931 2.569  0.268
H 4.392 2.584 3.637  0.263
H 3.333 0.643 -0.930  0.450
H 3.081 -1.743 -0.196  0.630
H 4.784 -1.189 -0.192  0.595
H 5.931 -0.652 1.942  0.415
H 6.122 -1.154 4.360  0.403
H 4.224 -2.252 5.564  0.394
H 2.168 -2.890 4.289  0.400
H 1.988 -2.362 1.867  0.470
H 1.040 -0.617 -0.448  0.879
H -0.273 0.910 1.903  -0.590
H -1.429 -1.047 -0.204  0.057
H -3.700 -1.873 0.446  0.430
H -5.789 -1.640 1.729  0.437
H -5.994 0.114 3.499  0.387
H -4.063 1.639 3.935  0.385
H -2.010 1.477 2.590  0.604
H 1.155 0.382 3.219  0.377
H 2.840 0.629 3.694  0.274
H 0.640 2.103 4.726  0.380
H 2.315 2.656 4.789  0.399
H 0.132 3.811 3.257  0.452
H 1.804 4.361 3.311  0.390
H 1.911 3.672 1.047  0.390
H 0.446 2.689 1.222  0.415
C 2.218 -1.952 -4.994  -1.100
C 0.813 -1.416 -4.941  -0.218
O 0.202 -1.863 -3.719  -0.312
C -1.086 -1.404 -3.662  0.086
C -1.834 -1.853 -2.507  -0.700
C -3.246 -1.856 -2.424  0.038
O -3.844 -2.464 -1.505  -0.811
C -4.101 -1.115 -3.444  0.585
C -4.116 -1.497 -4.791  -0.056
C -4.941 -0.846 -5.702  -0.433
C -5.750 0.219 -5.264  -0.181
N -6.401 1.047 -6.225  0.916
O -7.048 2.041 -5.824  -0.600
O -6.274 0.757 -7.439  -0.595
C -5.806 0.554 -3.898  -0.429
C -5.001 -0.131 -2.992  -0.553
O -1.481 -0.652 -4.554  -0.671
H 2.730 -1.532 -5.862  0.395
H 2.798 -1.685 -4.104  0.178
H 2.209 -3.041 -5.105  0.289
H 0.818 -0.320 -4.992  0.314
H 0.236 -1.788 -5.799  0.304
H -1.264 -2.380 -1.749  0.898
H -3.485 -2.320 -5.130  0.395
H -4.962 -1.119 -6.755  0.423
H -6.482 1.345 -3.585  0.449
H -5.051 0.114 -1.928  0.408



No. 3
Formula: C35H37N3O7
Source: OMol25
Level of theory: ωB97M-V/def2-TZVPD

- Frontier orbital gap: 7.67 eV
- E_HOMO: -8.53 eV
- ΔE to the lowest compared entry with this formula, charge and spin: 142.8 kcal per mole
- E: -2046.5660 hartree
- Net charge: 0

Last column: Mulliken charge in e.
Cartesian coordinates (Å):
C 0.546 -1.881 1.557  -1.044
C 0.893 -1.984 0.009  -0.165
N 1.014 -0.592 -0.477  0.056
C 1.519 -0.500 -1.811  -0.221
C 0.648 -0.764 -2.957  0.346
O -0.671 -1.151 -2.896  -0.398
C -1.482 -0.276 -2.070  -0.644
C -2.910 0.009 -2.649  0.968
C -3.545 -1.224 -3.413  -1.560
C -3.892 0.317 -1.416  -1.177
C -4.495 1.775 -1.555  0.640
C -5.548 2.089 -0.416  -1.019
C -3.348 2.872 -1.495  -1.184
C 1.239 -0.610 -4.297  -0.602
C 2.629 -0.229 -4.504  -1.068
C 3.507 -0.003 -3.367  0.169
C 2.936 -0.133 -2.007  0.898
C 3.915 0.115 -0.841  0.232
O 3.811 -0.350 0.279  -0.573
C 5.181 1.000 -1.110  0.271
C 5.829 1.697 0.009  -0.629
C 6.983 2.535 -0.279  -0.468
C 7.490 2.661 -1.658  -0.344
C 6.883 1.952 -2.766  -0.727
C 5.717 1.119 -2.461  0.488
C 4.999 0.359 -3.595  0.274
O 5.611 0.048 -4.594  -0.564
H 1.363 -1.287 2.058  0.306
H -0.390 -1.276 1.687  0.282
H 0.377 -2.876 2.030  0.206
H -0.011 -2.424 -0.491  0.247
H 1.830 -2.581 -0.137  0.276
H 1.506 0.015 0.176  0.407
H -0.907 0.653 -1.804  0.316
H -1.639 -0.818 -1.091  0.057
H -2.947 0.894 -3.339  0.288
H -4.412 -0.840 -4.023  0.367
H -2.778 -1.666 -4.096  0.357
H -3.988 -1.984 -2.709  0.334
H -4.772 -0.386 -1.425  0.337
H -3.337 0.270 -0.437  0.279
H -4.941 1.823 -2.590  0.328
H -5.152 2.790 0.351  -0.042
H -6.457 2.580 -0.857  0.358
H -5.849 1.133 0.077  0.328
H -3.055 3.228 -2.524  0.302
H -2.417 2.479 -0.999  0.133
H -3.653 3.785 -0.910  0.419
H 0.624 -0.778 -5.211  0.395
H 3.062 -0.099 -5.524  0.383
H 5.485 1.618 1.062  0.386
H 7.474 3.102 0.549  0.349
H 8.359 3.324 -1.889  0.333
H 7.221 2.019 -3.822  0.402
O 0.089 -5.061 3.373  -0.608
N 0.551 -6.179 3.219  0.999
O 0.017 -7.204 3.603  -0.605
C 1.840 -6.297 2.529  0.014
C 2.497 -5.148 2.109  -0.136
C 3.727 -5.261 1.477  -0.551
C 4.287 -6.515 1.266  -0.438
C 3.618 -7.660 1.680  -0.419
C 2.388 -7.554 2.316  -0.337
H 2.071 -4.167 2.268  0.371
H 4.251 -4.370 1.152  0.465
H 5.251 -6.600 0.777  0.376
H 4.057 -8.635 1.511  0.372
H 1.875 -8.451 2.638  0.438
O -3.710 2.270 2.483  -0.573
N -4.716 2.902 2.758  0.986
O -5.838 2.605 2.390  -0.575
C -4.562 4.106 3.582  0.056
C -3.294 4.497 3.989  -0.287
C -3.150 5.649 4.749  -0.485
C -4.269 6.396 5.099  -0.379
C -5.535 5.990 4.696  -0.486
C -5.686 4.841 3.933  -0.282
H -2.417 3.922 3.721  0.452
H -2.165 5.968 5.067  0.367
H -4.153 7.298 5.689  0.372
H -6.405 6.573 4.974  0.368
H -6.676 4.534 3.621  0.438



No. 4
Formula: C35H37N5O2S2Zr
Source: OMol25
Level of theory: ωB97M-V/def2-TZVPD

- Frontier orbital gap: 7.43 eV
- E_HOMO: -8.77 eV
- E: -2623.7286 hartree
- Net charge: 0

Last column: Mulliken charge in e.
Cartesian coordinates (Å):
Zr 10.084 8.326 11.022  -0.325
C 9.993 5.800 7.174  -1.319
C 10.528 7.225 6.853  0.808
C 10.806 7.140 5.330  -1.661
C 9.524 8.361 7.116  0.118
C 8.404 8.597 6.260  0.075
C 7.767 9.821 6.259  -1.414
C 8.122 10.813 7.155  -0.454
C 9.099 10.607 8.114  0.278
C 9.525 11.691 9.152  1.365
C 8.271 12.355 9.746  -1.677
C 10.375 12.760 8.487  -1.596
C 9.801 9.345 8.078  0.040
N 10.750 8.987 9.061  2.142
C 12.083 9.295 8.764  -0.394
O 12.582 9.697 7.746  -0.661
C 12.969 8.959 9.978  0.073
C 14.337 8.878 9.881  -0.739
C 15.079 8.543 11.015  -0.585
C 14.385 8.227 12.142  -0.838
C 13.001 8.343 12.140  0.303
N 12.299 8.697 11.089  -0.122
C 12.071 8.084 13.332  -0.528
O 12.558 7.951 14.451  -0.634
N 10.752 8.219 13.015  2.167
C 9.933 8.279 14.175  -0.668
C 9.568 7.109 14.877  0.927
C 8.886 7.213 16.061  -0.199
C 8.548 8.446 16.569  -1.260
C 9.036 9.606 15.978  -0.470
C 9.710 9.526 14.733  0.391
C 10.176 10.797 13.962  1.602
C 11.498 11.350 14.571  -1.395
C 9.028 11.857 14.022  -1.802
C 10.018 5.723 14.393  0.627
C 8.823 4.805 14.079  -1.786
C 10.957 5.015 15.396  -1.584
H 10.655 5.048 6.736  0.499
H 8.978 5.698 6.810  0.252
H 9.900 5.650 8.222  0.157
H 11.459 7.351 7.432  0.048
H 9.914 6.917 4.763  0.350
H 11.518 6.340 5.156  0.494
H 11.202 8.070 4.892  0.368
H 8.000 7.835 5.636  0.470
H 6.967 9.997 5.562  0.370
H 7.599 11.738 7.083  0.367
H 10.043 11.186 9.950  -0.414
H 7.579 12.980 9.095  0.244
H 8.643 12.984 10.559  0.424
H 7.511 11.774 10.215  0.412
H 9.789 13.284 7.731  0.369
H 11.274 12.338 7.996  0.364
H 10.652 13.516 9.242  0.420
H 14.733 9.047 8.867  0.522
H 16.159 8.454 11.026  0.452
H 14.840 7.908 13.073  0.563
H 8.587 6.268 16.529  0.347
H 8.070 8.485 17.561  0.324
H 8.861 10.629 16.401  0.311
H 10.405 10.487 12.947  -0.634
H 11.346 11.690 15.586  0.384
H 11.957 12.145 14.016  0.449
H 12.256 10.472 14.481  0.176
H 9.126 12.470 14.930  0.493
H 8.088 11.349 13.992  0.467
H 9.094 12.559 13.197  0.284
H 10.535 5.864 13.461  -0.035
H 8.314 4.633 15.021  0.423
H 9.079 3.896 13.597  0.463
H 8.087 5.337 13.507  0.394
H 10.446 4.807 16.311  0.359
H 11.769 5.702 15.676  0.359
H 11.324 4.047 15.029  0.410
S 8.850 6.247 10.778  -0.503
C 7.712 7.262 9.897  0.544
C 7.165 6.693 8.733  -0.326
N 6.702 6.052 7.902  -0.597
C 7.303 8.516 10.278  1.608
S 8.028 9.481 11.561  -0.293
C 6.377 9.186 9.454  -0.360
N 5.635 9.719 8.762  -0.582